No. 1
Entry from the OMol25 dataset: a 2-piece molecular cluster, C17H19N2O2 overall at a distorted geometry (the ωB97M-V functional and the def2-TZVPD basis).

Geometry as XYZ:
```
40
Properties=species:S:1:pos:R:3:lowdin_charge:R:1
C 2.992 -0.177 3.024 -0.124
C 3.337 0.247 1.462 -0.296
N 4.184 -0.627 0.780 0.009
C 2.706 1.596 0.718 -0.294
N 1.313 1.832 1.329 -0.218
C 0.293 1.115 0.466 -0.356
C -0.985 0.661 1.400 -0.110
C -0.824 -0.026 2.888 -0.018
C -2.134 -0.524 3.801 -0.089
C -3.644 -0.292 3.199 -0.088
C -3.765 0.391 1.707 -0.213
C -5.295 0.595 1.080 -0.156
C -2.500 0.899 0.777 -0.013
H 3.927 -0.220 3.726 0.059
H 2.455 -1.231 3.059 0.070
H 2.246 0.611 3.498 0.053
H 4.314 -0.228 -0.176 -0.012
H 2.675 1.504 -0.450 0.073
H 3.365 2.537 0.980 0.088
H 0.776 0.189 -0.091 0.094
H -0.138 1.914 -0.309 0.085
H 0.228 -0.211 3.404 0.056
H -1.978 -1.037 4.843 0.062
H -4.545 -0.639 3.871 0.068
H -5.402 -0.253 0.247 0.078
H -5.398 1.663 0.585 0.071
H -6.122 0.475 1.903 0.062
H -2.616 1.383 -0.295 0.086
C 1.244 -1.919 -2.913 0.033
C 0.380 -2.346 -3.839 0.015
C -0.051 -1.469 -4.946 -0.393
O -0.844 -1.858 -5.793 0.080
C 0.512 -0.105 -4.991 0.013
C 1.376 0.321 -4.065 0.029
C 1.807 -0.555 -2.958 -0.372
O 2.600 -0.166 -2.112 0.082
H 1.570 -2.549 -2.094 0.128
H -0.041 -3.344 -3.820 0.119
H 0.186 0.525 -5.810 0.117
H 1.797 1.319 -4.084 0.124
```

## Properties
Maximum force, eV/A: 5.428
Total charge: -1
Kohn-Sham gap, eV: 2.67
Electronic energy, Eh: -918.72908
Molar mass, u: 283.4

---

No. 2
Entry from the OMol25 dataset: a 2-piece molecular cluster, C8H15N2O overall at a distorted geometry (the ωB97M-V functional and the def2-TZVPD basis).

Geometry as XYZ:
```
26
Properties=species:S:1:pos:R:3:lowdin_charge:R:1
C 2.403 -0.357 0.136 -0.326
C -1.291 -1.702 -0.793 -0.117
C -1.566 -1.602 0.650 -0.151
C 1.005 0.853 -1.148 -0.051
C -1.616 -0.360 -0.093 -0.203
C 0.388 0.728 0.212 -0.306
C -2.731 0.555 -0.620 -0.042
C 0.220 2.043 0.976 -0.030
N 1.254 -0.154 0.864 0.139
N 3.503 -0.924 0.657 0.274
O 2.313 0.203 -1.031 0.089
H -0.272 -1.891 -1.171 0.099
H -2.000 -2.229 -1.429 0.110
H -2.621 -1.806 0.884 0.132
H -0.761 -1.861 1.376 0.108
H 0.678 0.135 -1.968 0.152
H 1.037 1.925 -1.507 0.160
H -2.355 1.238 -1.360 0.062
H -3.303 1.151 0.063 0.060
H -3.510 -0.162 -1.224 0.148
H 1.234 2.591 1.219 0.131
H -0.336 2.084 1.864 0.057
H -0.187 2.779 0.251 0.087
H 0.814 -0.698 1.634 0.176
H 3.366 -1.499 1.423 0.112
H 4.333 -1.041 0.135 0.133
```

## Properties
Maximum force, eV/A: 3.930
Total charge: +1
Kohn-Sham gap, eV: 9.21
Electronic energy, Eh: -498.19841
Molar mass, u: 155.2

---

No. 3
Entry from the OMol25 dataset: an isolated ion of composition C3H3O2 and charge +1 at a distorted geometry (the ωB97M-V functional and the def2-TZVPD basis).

Geometry as XYZ:
```
8
Properties=species:S:1:pos:R:3:lowdin_charge:R:1
C 1.556 0.555 -0.874 0.270
C -0.048 -1.076 0.970 0.214
C -0.834 0.594 -0.429 0.035
O 0.490 1.048 -1.127 0.108
O -0.737 -0.272 0.433 0.041
H 1.613 -0.326 -0.258 0.055
H -0.583 -1.915 1.374 0.112
H -1.455 1.392 -0.089 0.166
```

## Properties
Maximum force, eV/A: 5.605
Total charge: +1
Kohn-Sham gap (alpha / beta), eV: 7.77 / 7.58
Electronic energy, Eh: -265.94962
Molar mass, u: 71.1